Entry 1:
C30H57F2N2O18S8 | ωB97M-V/def2-TZVPD

The total charge is -1. The value obtained for the strongest force on any atom is 1.15 eV/Å. The HOMO-LUMO gap comes out at 8.311 eV. The LUMO energy comes out at 1.4 eV. The total energy is -163987.402 eV.

```
117
Properties=species:S:1:pos:R:3:mulliken_charge:R:1
C -2.6505 1.1227 3.8936 -1.410
C -1.3332 0.9887 4.6613 -0.280
C -0.3521 -0.0020 4.0130 0.043
C -0.0891 -1.2300 4.8794 -0.917
S 1.1346 -2.3225 4.1986 1.008
O 1.4813 -3.2729 5.2283 -0.727
O 0.5796 -2.8475 2.9712 -0.594
N 2.3259 -1.3372 3.7922 -0.076
S 3.6245 -1.2640 4.6301 0.898
O 3.4965 -0.7205 5.9534 -0.602
O 4.5654 -2.3252 4.4197 -0.664
N 4.3148 0.1373 3.7243 0.515
C 4.7563 -0.2598 2.4443 0.400
O 4.0908 -0.5203 1.5081 -0.493
F 6.1028 -0.2782 2.3716 -0.283
C 5.3466 0.7565 4.4853 0.220
O 6.1466 0.3121 5.2213 -0.438
F 5.2847 2.0930 4.2433 -0.201
H -3.2938 0.2549 4.0456 0.315
H -3.1911 2.0265 4.1764 0.415
H -2.4370 1.2099 2.8278 0.364
H -1.5293 0.7167 5.7017 0.403
H -0.8630 1.9736 4.6699 0.072
H -0.7487 -0.3466 3.0560 0.163
H 0.5944 0.4912 3.8006 0.126
H -0.9836 -1.8543 4.9401 0.370
H 0.2236 -0.9679 5.8903 0.381
C 2.8819 -3.0145 -1.3921 -0.626
C 2.3935 -3.3026 0.0336 0.034
C 0.8646 -3.3774 -0.0141 -0.693
S 0.4387 -3.9269 -1.6671 1.172
O -0.2778 -2.8892 -2.3781 -0.606
O -0.1095 -5.2624 -1.6388 -0.756
C 2.1179 -3.9756 -2.2974 -0.777
H 3.9588 -3.1486 -1.4872 0.405
H 2.6467 -1.9834 -1.6649 0.261
H 2.7990 -4.2560 0.3777 0.267
H 2.7133 -2.5382 0.7398 -0.229
H 0.4557 -4.0759 0.7095 0.408
H 0.4121 -2.3996 0.1370 0.357
H 2.1052 -3.6952 -3.3484 0.425
H 2.4735 -4.9998 -2.1853 0.355
C -4.2868 -3.1188 -5.5038 -0.420
C -3.1242 -3.2529 -4.5146 -0.543
C -2.6679 -1.8396 -4.1380 -0.609
S -4.1125 -0.7850 -4.3145 1.276
O -3.8864 0.1599 -5.3878 -0.678
O -4.5663 -0.3059 -3.0326 -0.737
C -5.2166 -2.0621 -4.9147 -0.930
H -4.7999 -4.0630 -5.6574 0.386
H -3.9099 -2.7790 -6.4716 0.187
H -3.4584 -3.7800 -3.6193 0.301
H -2.3021 -3.8236 -4.9402 0.218
H -2.3012 -1.7816 -3.1176 0.358
H -1.9118 -1.4592 -4.8219 0.387
H -5.9068 -1.6216 -5.6310 0.435
H -5.7637 -2.4429 -4.0524 0.397
C -3.1044 -6.8153 -10.3885 -0.582
C -2.8381 -8.0204 -9.4750 -0.592
C -2.1271 -7.4963 -8.2217 -0.747
S -2.6750 -5.7937 -8.0122 1.245
O -1.5474 -4.9155 -8.1862 -0.691
O -3.5069 -5.6822 -6.8420 -0.640
C -3.6867 -5.7301 -9.4897 -0.763
H -3.7855 -7.0645 -11.2009 0.341
H -2.1679 -6.4675 -10.8293 0.297
H -3.7867 -8.4828 -9.1958 0.295
H -2.2375 -8.7799 -9.9732 0.318
H -2.3841 -8.0475 -7.3210 0.357
H -1.0461 -7.4697 -8.3426 0.371
H -3.6318 -4.7266 -9.9048 0.427
H -4.7099 -5.9588 -9.1926 0.361
C 3.9952 5.1469 2.3278 -0.764
C 4.0837 5.2219 3.8597 -0.317
C 2.6698 5.0101 4.4076 -0.307
S 1.8109 3.9915 3.2065 1.081
O 0.7250 4.7369 2.6180 -0.753
O 1.5874 2.6977 3.7949 -0.519
C 3.1566 3.9080 2.0256 -0.380
H 4.9808 5.0773 1.8687 0.368
H 3.5015 6.0383 1.9339 0.317
H 4.7412 4.4286 4.2191 0.009
H 4.4934 6.1693 4.2059 0.402
H 2.6639 4.4825 5.3541 -0.101
H 2.1220 5.9453 4.5053 0.490
H 2.7380 3.8762 1.0224 0.497
H 3.7089 2.9912 2.2324 -0.033
C 1.9877 3.2411 9.2431 -0.507
C 3.2924 2.4325 9.2253 -0.655
C 4.3154 3.2390 8.4184 -0.188
S 3.8522 4.9688 8.6095 1.032
O 3.4436 5.4723 7.3203 -0.546
O 4.8410 5.6727 9.3864 -0.728
C 2.3831 4.6741 9.5904 -0.739
H 1.2732 2.8428 9.9618 0.344
H 1.5214 3.2133 8.2560 0.259
H 3.6519 2.2954 10.2473 0.296
H 3.1503 1.4451 8.7897 0.332
H 5.3350 3.1198 8.7754 0.382
H 4.2670 3.0076 7.3556 -0.067
H 1.6351 5.4193 9.3302 0.416
H 2.6675 4.7750 10.6376 0.343
C -3.9554 4.5105 -6.0537 -0.678
C -3.6846 3.3389 -5.0997 -0.402
C -2.9439 3.9058 -3.8817 -0.683
S -3.4668 5.6221 -3.7313 1.154
O -2.3342 6.4832 -3.9720 -0.663
O -4.2782 5.8035 -2.5555 -0.669
C -4.5064 5.6392 -5.1913 -0.732
H -4.6558 4.2352 -6.8415 0.332
H -3.0242 4.8297 -6.5278 0.329
H -4.6286 2.8947 -4.7830 0.228
H -3.1095 2.5509 -5.5774 0.273
H -3.1902 3.3899 -2.9571 0.368
H -1.8650 3.9136 -4.0236 0.385
H -4.4478 6.6246 -5.6479 0.414
H -5.5256 5.4354 -4.8642 0.351
```

***

Entry 2:
C4H6O2 | ωB97M-V/def2-TZVPD

The value obtained for the strongest force on any atom is 0.54 eV/Å. The HOMO-LUMO gap comes out at 10.544 eV. As for the structure (SMILES): C=COCC=O. The LUMO energy comes out at 0.9 eV. The total energy is -8337.824 eV.

```
12
Properties=species:S:1:pos:R:3:nbo_charge:R:1
C -1.5488 -0.6536 0.0853 -0.445
C -0.4931 -0.6904 0.8896 0.121
O 0.7196 -1.1487 0.4095 -0.524
C 1.3768 -0.0399 -0.2101 -0.165
C 0.3706 1.0782 -0.5143 0.405
O 0.3538 2.1530 0.0333 -0.517
H -2.4392 -0.0904 0.3352 0.219
H -0.3518 0.8151 -1.3097 0.117
H -1.4904 -1.1201 -0.8946 0.208
H -0.4723 -0.2691 1.8954 0.189
H 1.8082 -0.3878 -1.1570 0.198
H 2.1666 0.3536 0.4374 0.193
```

***

Entry 3:
C9H26ClINO2P2Pb | ωB97M-V/def2-TZVPD

The total charge is +3. The value obtained for the strongest force on any atom is 2.65 eV/Å. The HOMO-LUMO gap (spin up / spin down) comes out at 4.333 / 4.270 eV. The LUMO energy (spin up / spin down) comes out at -14.5 / -14.5 eV. The total energy is -59758.315 eV.

```
43
Properties=species:S:1:pos:R:3:mulliken_charge:R:1
C -2.1572 0.1007 -0.8982 -0.920
I 2.7720 -0.0631 1.3434 0.090
H -2.1800 0.2008 -1.9903 0.378
H -2.5708 0.9662 -0.3741 0.421
H -2.5823 -0.8414 -0.5414 0.403
Pb 0.0551 -0.0067 -0.0994 1.118
P 0.2550 2.8156 -0.2065 0.473
C -0.1350 3.5752 1.4090 -1.039
C 1.9333 3.3464 -0.6795 -1.014
H 1.9290 4.4152 -0.9239 0.452
H -0.6855 4.6517 -1.5269 0.456
H 2.2478 2.7534 -1.5476 0.362
H -0.7120 3.0720 -2.3908 0.378
H 0.5548 3.1636 2.1578 0.349
H 2.6126 3.1318 0.1524 0.358
C -0.8737 3.5732 -1.4264 -1.071
H -0.0419 4.6698 1.3766 0.436
H -1.9101 3.4003 -1.1077 0.375
H -1.1618 3.3008 1.6877 0.347
P 0.1822 -2.8459 -0.1863 0.429
C -0.2371 -3.6342 1.4047 -1.045
C -0.9739 -3.5633 -1.4076 -1.096
H 2.1827 -2.8370 -1.5283 0.365
H 1.8164 -4.4895 -0.9068 0.450
H 2.5297 -3.2253 0.1727 0.371
C 1.8477 -3.4213 -0.6617 -1.018
H -0.8227 -3.0444 -2.3646 0.377
H -0.7994 -4.6420 -1.5302 0.471
H -0.2216 -4.7300 1.3343 0.477
H -1.2389 -3.3015 1.7067 0.313
H -2.0016 -3.3849 -1.0625 0.379
H 0.4930 -3.3014 2.1527 0.320
Cl 0.9499 -0.0464 -2.6027 -0.401
N -0.7744 -0.8403 4.8662 -0.277
C -2.0506 -0.2351 4.3494 -0.714
C -1.8759 -0.2944 2.8315 0.786
O -2.8302 -0.5464 2.0836 -0.600
O -0.6431 -0.1318 2.5232 -0.602
H -0.7908 -1.8584 4.7069 0.328
H -0.6808 -0.6977 5.8745 0.378
H 0.0257 -0.4480 4.3284 0.262
H -2.9085 -0.8034 4.6969 0.380
H -2.1208 0.7952 4.6849 0.315
```

***

Entry 4:
C48H88O24 | ωB97M-V/def2-TZVPD

The value obtained for the strongest force on any atom is 11.44 eV/Å. The HOMO-LUMO gap comes out at 9.330 eV. The LUMO energy comes out at 0.3 eV. The total energy is -100308.961 eV.

```
160
Properties=species:S:1:pos:R:3:mulliken_charge:R:1
O 0.7082 -2.3425 -0.5033 -0.552
C 0.1416 -1.7938 0.4746 -0.182
O -0.0468 -0.3996 0.5919 0.928
C 0.3776 0.4294 -0.4756 1.415
C 0.1868 1.8809 -0.1032 0.419
C -0.4857 -2.6836 1.6105 -0.069
H -0.2098 0.2477 -1.3757 0.914
H 1.4195 0.1634 -0.6535 -0.840
H 1.1154 2.4232 0.0747 -1.703
H -0.5056 1.9975 0.7304 -0.795
H -0.4198 2.3302 -0.8894 -0.496
H -1.4448 -3.1752 1.4475 -2.235
H -0.9250 -1.9433 2.2792 -0.701
H 0.2783 -3.2449 2.1483 1.034
O 0.6352 -6.7449 1.1828 -0.559
C 0.6623 -6.0118 0.2895 0.842
O -0.2277 -5.1232 0.0998 -0.120
C -1.4691 -5.0969 0.8220 -1.405
C -2.5592 -4.4760 -0.0727 -0.287
C 1.7175 -6.0626 -0.8163 -0.795
H -1.3871 -4.6104 1.7940 0.780
H -1.7984 -6.1126 1.0411 0.694
H -2.5117 -5.1497 -0.9282 0.663
H -2.2950 -3.4245 -0.1854 0.033
H -3.4154 -4.5554 0.5972 0.252
H 2.2283 -7.0205 -0.9138 0.433
H 2.4000 -5.2854 -0.4721 0.126
H 1.3335 -5.8030 -1.8029 0.277
O 5.7462 4.9899 -1.0183 -0.619
C 5.4437 4.3068 0.0012 0.622
O 4.2275 3.7704 0.2487 0.032
C 3.1739 4.1203 -0.6756 -2.224
C 1.9159 3.3477 -0.3121 1.959
C 6.4717 3.7190 0.9276 -0.938
H 3.6256 3.7147 -1.5808 0.482
H 3.0639 5.1999 -0.7778 0.919
H 1.1015 3.2035 -1.0221 0.359
H 1.5623 3.5721 0.6943 -0.393
H 2.3354 2.3984 0.0212 -0.727
H 5.9803 3.0213 1.6056 0.154
H 6.9629 4.5037 1.5031 0.344
H 7.2036 3.2259 0.2879 0.285
O 0.3422 -2.3275 -3.0188 -0.477
C 1.4518 -2.9346 -2.8797 0.531
O 2.5226 -2.8237 -3.6378 -0.326
C 2.9185 -1.7246 -4.4464 0.439
C 2.9087 -2.1747 -5.9470 -1.590
C 1.5891 -4.0333 -1.9137 -1.535
H 3.8671 -1.2611 -4.1753 0.310
H 2.1699 -0.9360 -4.3699 0.556
H 1.9294 -2.5736 -6.2115 0.322
H 3.6732 -2.9373 -6.0952 0.396
H 3.1316 -1.3696 -6.6472 0.393
H 2.5600 -3.8119 -1.4706 0.797
H 1.6040 -5.1055 -2.1092 0.243
H 0.7586 -3.8019 -1.2467 0.661
O -2.7583 -1.8341 1.0217 0.673
C -3.8463 -1.7579 1.5209 0.076
O -4.1610 -2.3099 2.6990 -0.305
C -3.3591 -3.3391 3.2595 0.716
C -4.2526 -4.0784 4.2562 -1.786
C -4.8566 -0.7922 1.1151 -0.773
H -2.6027 -2.9060 3.9140 0.178
H -2.9922 -4.0588 2.5277 0.242
H -4.6237 -3.3469 4.9740 0.377
H -3.6414 -4.8194 4.7714 0.395
H -5.1110 -4.5951 3.8269 0.398
H -5.6841 -0.6073 1.8002 0.474
H -5.1776 -1.1968 0.1553 0.308
H -4.4443 0.2038 0.9536 0.433
O -1.7616 1.4060 -1.9003 -0.385
C -1.0577 1.8377 -2.7615 0.920
O -0.2270 1.0817 -3.5000 -0.185
C -0.4753 -0.3409 -3.5588 1.983
C -1.4754 -0.8037 -4.6370 -2.139
C -0.9312 3.2763 -3.0790 -1.450
H -0.8114 -0.6921 -2.5832 -1.026
H 0.5038 -0.7727 -3.7665 -0.188
H -1.1225 -0.3382 -5.5572 0.496
H -2.4586 -0.4350 -4.3447 0.375
H -1.5183 -1.8906 -4.7061 0.281
H -1.9094 3.6694 -2.8020 0.368
H -0.7362 3.5076 -4.1262 0.398
H -0.1883 3.5688 -2.3369 0.369
O -2.5931 2.9735 2.2809 -0.576
C -2.9526 2.4419 1.2245 0.275
O -3.5416 3.0855 0.1862 -0.221
C -3.7562 4.5401 0.2660 -0.196
C -5.1479 4.8295 -0.1095 -1.429
C -2.7006 0.9824 0.9645 -1.095
H -3.0384 5.2039 -0.2159 0.474
H -3.6676 4.8182 1.3162 0.243
H -5.4405 5.8578 0.1031 0.398
H -5.7903 4.1325 0.4286 0.312
H -5.2704 4.5696 -1.1609 0.337
H -1.6318 0.8738 0.7803 -0.914
H -3.3703 0.5989 0.1947 0.279
H -2.9717 0.5174 1.9123 0.030
O 0.2158 5.6271 1.2604 -0.704
C 0.3629 4.7180 2.1369 0.260
O 1.4982 4.3173 2.7082 -0.050
C 2.6017 5.1931 2.6356 0.037
C 2.5902 6.2888 3.7864 -1.536
C -0.7137 3.7068 2.4608 -0.439
H 2.7512 5.6789 1.6713 0.225
H 3.5406 4.6397 2.6171 0.297
H 3.5837 6.6833 3.9996 0.415
H 2.0697 6.0974 4.7248 0.307
H 2.0307 7.1431 3.4055 0.362
H -0.6572 2.7407 1.9593 1.469
H -1.7562 4.0139 2.3771 0.367
H -0.7369 3.6162 3.5468 0.442
O -4.4094 -4.5309 -2.3990 -0.686
C -3.6486 -3.5678 -2.2852 0.404
O -2.2689 -3.7030 -2.1207 -0.642
C -1.5323 -2.4681 -2.0794 0.784
C -2.6065 -1.4894 -1.6611 2.232
C -3.9422 -2.0745 -2.2973 -1.026
H -1.0364 -2.2783 -3.0313 -0.197
H -0.7671 -2.5662 -1.3093 -0.289
H -2.3323 -0.5108 -2.0550 0.723
H -2.6214 -1.2861 -0.5903 -1.647
H -4.1203 -1.8085 -3.3392 0.356
H -4.8568 -1.7806 -1.7823 0.357
O 1.4210 2.4392 -2.3844 -0.492
C 2.2751 1.5559 -2.1890 0.989
O 3.5427 1.7068 -1.7077 -0.186
C 4.2971 0.5329 -1.5262 -1.164
C 3.2268 -0.5569 -1.5714 0.372
C 2.1596 0.0222 -2.5400 -0.081
H 4.9155 0.5471 -0.6288 0.334
H 4.9994 0.4006 -2.3493 0.351
H 2.8180 -0.7537 -0.5803 -1.084
H 3.4758 -1.5297 -1.9955 1.384
H 1.1418 -0.2919 -2.3087 -0.437
H 2.4373 -0.2177 -3.5664 0.011
O 0.8016 -0.5987 4.9332 -0.713
C -0.1076 -0.4195 4.0986 0.117
O 0.0479 0.2479 2.9078 0.015
C -1.2125 0.5920 2.3226 1.121
C -2.3126 0.0512 3.3686 0.191
C -1.4912 -0.9082 4.2183 -1.207
H -1.3102 0.0057 1.4090 -0.187
H -1.1157 1.6545 2.0994 -0.653
H -3.2706 -0.2762 2.9646 0.743
H -2.6216 0.8710 4.0171 0.439
H -1.3819 -1.9303 3.8557 -0.123
H -2.0618 -0.9603 5.1456 0.792
O 5.1128 -1.2221 0.4684 -0.697
C 4.1969 -0.6829 1.2288 -0.096
O 3.4823 -1.4689 2.0600 -0.362
C 2.2980 -0.8119 2.4884 -0.072
C 2.2165 0.4327 1.6831 1.055
C 3.6421 0.7777 1.3947 0.627
H 2.2221 -0.5926 3.5534 0.644
H 1.4411 -1.4124 2.1830 -0.637
H 1.5255 1.1884 2.0568 0.439
H 1.8257 0.0282 0.7494 -0.645
H 4.1666 1.0868 2.2988 0.759
H 3.7670 1.3412 0.4700 -1.549
```

***

Entry 5:
CH4NO3 | ωB97M-V/def2-TZVPD

The total charge is -1. The value obtained for the strongest force on any atom is 0.95 eV/Å. The HOMO-LUMO gap comes out at 8.623 eV. The LUMO energy comes out at 4.4 eV. The total energy is -8736.726 eV.

```
9
Properties=species:S:1:pos:R:3:nbo_charge:R:1
N 1.8732 -0.3914 0.2369 -0.931
C 0.7500 0.4940 0.1883 0.867
O 0.8544 1.5560 0.8290 -0.793
O -0.1569 0.1228 -0.6012 -0.857
H 1.6315 -1.3486 0.0466 0.362
H 2.6596 -0.1979 0.8330 0.362
H -2.5080 -0.1588 0.2197 0.472
H -2.1307 0.0183 -1.1209 0.506
O -2.9729 -0.0945 -0.6314 -0.987
```

***

Entry 6:
C6H12O2 | ωB97M-V/def2-TZVPD

The value obtained for the strongest force on any atom is 4.72 eV/Å. The HOMO-LUMO gap comes out at 10.221 eV. As for the structure (SMILES): CCCC(=O)[C@@H](C)O. The LUMO energy comes out at 0.9 eV. The total energy is -10510.267 eV.

```
20
Properties=species:S:1:pos:R:3:nbo_charge:R:1
C -1.1009 1.1774 -0.0966 0.003
C 0.1282 -0.6888 1.2156 -0.515
C 1.5732 -0.5095 0.8162 -0.337
C -1.4632 1.6662 -1.4934 -0.636
C 2.1680 -1.6880 0.0824 -0.623
C -0.4511 -0.2249 -0.1547 0.566
O -2.2331 1.1147 0.7539 -0.692
O -0.8012 -1.0513 -0.9893 -0.564
H -2.8663 0.5113 0.3527 0.471
H -0.4024 1.8652 0.3925 0.186
H -0.1349 -1.7310 1.3899 0.221
H -0.1671 -0.0078 2.0116 0.230
H 2.1911 -0.1440 1.6358 0.217
H 1.3238 0.3318 -0.0754 0.171
H -1.9933 2.6137 -1.4298 0.219
H -0.5682 1.7781 -2.1056 0.218
H -2.1094 0.9369 -1.9831 0.221
H 1.5557 -1.9021 -0.7966 0.226
H 3.1835 -1.4740 -0.2433 0.212
H 2.1676 -2.5739 0.7173 0.206
```

***

Number 3 is which compound? C9H26ClINO2P2Pb